(1)
A structure of composition C14H53BN3O11Zr. Source: OMol25; level of theory: the ωB97M-V functional and the def2-TZVPD basis.

Output
Kohn-Sham gap, eV: 7.430
LUMO level, eV: -3.95
Total charge: +1
HOMO, eV: -11.383

XYZ file:
```
83
Properties=species:S:1:pos:R:3:forces:R:3
Zr -16.701 -29.007 14.460 3.290 3.745 -3.588
B -18.380 -29.777 13.001 -0.839 -0.405 -1.595
H -17.783 -30.434 13.615 2.131 -3.060 2.276
H -18.526 -28.858 13.547 -0.698 3.757 2.198
H -17.863 -29.608 12.069 1.827 0.802 -2.792
H -19.336 -30.235 12.800 -3.287 -1.375 -0.364
O -14.631 -28.153 14.867 -3.302 -0.222 -1.380
C -14.323 -26.919 14.114 -1.399 -0.372 0.567
C -15.359 -26.576 12.962 0.817 -0.360 -1.034
O -16.523 -27.373 12.818 0.352 -1.911 3.153
H -13.328 -26.921 13.669 0.062 -0.551 0.126
H -14.308 -26.129 14.865 -0.082 0.173 -0.022
H -14.830 -26.638 12.010 0.475 -0.630 -0.211
H -15.571 -25.510 12.875 -0.517 0.342 1.029
C -19.909 -34.521 13.120 0.040 -0.793 0.608
C -20.963 -33.600 13.732 1.957 1.347 0.561
C -21.739 -34.236 14.918 0.285 1.148 -0.516
O -22.598 -35.166 14.409 -0.913 -2.321 -0.297
C -23.174 -36.103 15.345 -0.056 0.338 -0.813
N -20.168 -32.405 14.237 0.089 -0.259 0.644
H -20.401 -35.403 12.710 0.089 0.223 -0.623
H -19.198 -34.950 13.826 -0.193 0.164 0.725
H -19.232 -33.999 12.443 -0.602 -0.001 -0.574
H -21.547 -33.248 12.881 -0.869 -0.299 0.382
H -22.375 -33.505 15.417 0.339 0.687 0.339
H -21.055 -34.673 15.645 0.398 0.064 0.062
H -23.623 -35.614 16.210 -0.238 0.285 -0.116
H -22.505 -36.863 15.747 0.653 0.176 -0.223
H -23.912 -36.636 14.746 -0.172 0.132 0.303
H -19.741 -31.832 13.523 0.042 -0.704 -0.645
H -20.689 -31.684 14.716 -0.895 -0.379 0.307
C -22.552 -30.215 12.038 0.657 -1.521 -0.903
C -22.345 -28.827 12.492 -0.866 0.959 -0.441
C -22.254 -27.858 11.284 1.187 0.142 1.500
O -21.966 -26.580 11.839 0.478 1.517 -1.124
C -21.691 -25.592 10.792 -0.812 -0.633 -0.150
N -23.465 -28.509 13.360 -0.744 0.745 0.012
H -21.951 -30.405 11.148 0.440 -0.215 0.062
H -23.549 -30.500 11.704 -0.276 0.323 0.458
H -22.207 -30.856 12.849 -0.329 -0.450 -0.220
H -21.472 -28.849 13.144 0.496 0.609 -0.464
H -23.178 -27.830 10.706 -0.230 -0.192 -0.054
H -21.417 -28.150 10.650 0.002 -0.165 -0.303
H -21.248 -24.654 11.128 0.254 -0.492 0.686
H -22.602 -25.270 10.288 -0.508 -0.186 0.196
H -21.101 -26.012 9.978 0.468 -0.186 0.295
H -23.469 -27.524 13.583 0.691 0.411 0.550
H -24.244 -28.467 12.718 -0.769 -0.693 -0.045
C -16.609 -32.863 11.039 1.023 0.801 -0.372
C -15.377 -33.554 11.675 -0.543 -0.219 -1.813
C -14.056 -33.426 10.761 -0.888 -0.404 0.176
O -14.069 -34.297 9.597 -0.398 1.018 0.540
C -13.007 -34.009 8.707 1.318 -0.295 -0.808
N -15.246 -32.952 13.036 0.615 0.064 -1.113
H -16.323 -31.815 10.953 -0.284 0.303 0.008
H -17.518 -32.901 11.641 0.104 -0.238 0.147
H -16.856 -33.138 10.014 0.181 -0.520 0.164
H -15.653 -34.606 11.748 0.490 -0.278 0.082
H -13.181 -33.660 11.368 0.153 -0.140 0.183
H -13.934 -32.401 10.410 -0.172 0.276 0.068
H -12.881 -33.040 8.223 -0.809 1.004 0.969
H -12.999 -34.557 7.765 -0.914 -1.024 0.438
H -12.027 -34.237 9.126 0.039 -0.041 0.498
H -16.131 -33.170 13.472 -0.148 -0.190 0.233
H -14.523 -33.462 13.524 0.140 -0.064 0.323
O -15.976 -31.000 15.206 0.186 0.042 0.719
H -16.447 -31.831 15.141 -0.582 -0.254 -0.262
H -15.204 -31.202 15.735 0.752 0.252 0.103
O -18.978 -29.664 9.733 -0.112 -0.335 -0.327
H -19.140 -28.721 9.705 0.072 0.419 -0.040
H -18.825 -29.853 10.659 -0.006 0.000 0.169
O -18.032 -27.278 15.149 0.118 -0.181 0.939
H -17.781 -26.613 15.790 0.330 0.286 0.388
H -18.721 -26.862 14.631 -0.245 -0.020 -0.748
O -15.626 -30.040 12.778 0.534 0.507 0.080
H -15.328 -30.948 12.830 0.223 -1.529 0.401
H -15.218 -29.699 11.983 -0.133 0.820 -0.182
O -18.317 -30.024 15.823 0.397 0.289 0.572
H -18.153 -30.420 16.679 0.189 -0.257 0.405
H -19.266 -29.903 15.793 -0.490 0.202 -0.381
O -18.094 -26.418 10.755 -0.601 0.077 -0.666
H -17.653 -26.949 11.418 0.553 -0.286 0.569
H -18.051 -25.524 11.095 -0.016 0.197 -0.002
```
Positions in Å, forces in eV/Å.

***

(2)
A structure of composition C29H56Br16F3INNbO3P. Source: OMol25; level of theory: the ωB97M-V functional and the def2-TZVPD basis.

Output
Kohn-Sham gap, eV: 7.076
LUMO level, eV: 1.31
Total charge: -1
HOMO, eV: -5.765

XYZ file:
```
111
Properties=species:S:1:pos:R:3:forces:R:3
C 2.436 -0.764 3.660 -3.164 2.410 -5.204
C 1.853 -0.506 2.470 2.837 -1.256 7.233
Nb 0.803 0.183 0.506 2.136 -0.045 -0.771
C -0.190 0.738 -1.449 0.355 -0.114 -1.151
N 2.279 -0.904 -0.633 -2.011 0.381 -0.177
I -0.670 -2.292 0.635 0.033 0.130 -0.032
C 2.197 2.029 0.433 0.887 -0.083 -0.173
C 3.660 1.695 0.999 1.322 0.311 0.005
C 4.811 2.595 0.296 -0.255 -1.852 -1.730
F 5.550 3.480 1.143 -2.020 -1.007 -2.470
C 5.035 2.471 -1.125 -0.001 1.533 3.169
F 5.241 3.723 -1.826 0.403 -3.889 0.695
F 5.008 1.195 -1.812 -0.580 4.176 1.275
C -0.724 1.233 1.806 -0.773 0.469 0.586
C -1.679 2.316 1.086 -0.996 0.604 2.018
P -3.368 1.595 0.529 0.632 0.298 -2.031
O -3.326 1.286 -0.979 -0.573 0.265 3.192
O -4.507 2.842 0.818 0.810 -2.363 -0.414
C -5.790 2.574 0.195 -2.266 0.560 0.133
C -6.996 2.342 1.278 0.416 -0.547 -0.487
O -3.789 0.293 1.536 0.524 1.981 -2.448
C -4.078 -0.929 0.802 -1.113 -2.427 0.525
C -5.671 -1.105 0.466 0.400 -0.134 -0.035
H 3.087 -0.642 4.600 -1.727 -0.512 -1.872
H -0.591 1.805 -1.536 0.189 -1.651 0.127
H 0.629 0.644 -2.273 -1.236 0.227 1.308
H -0.968 -0.076 -1.715 0.953 1.575 0.451
H 1.910 -1.859 -0.767 0.630 0.423 0.136
H 2.369 -0.511 -1.585 0.268 -0.253 0.649
H 2.385 2.325 -0.676 -0.820 -0.294 1.765
H 1.718 2.868 1.053 0.690 -0.933 -1.138
H 3.728 1.843 2.135 -0.042 -0.198 -1.720
H 3.962 0.610 0.800 -0.685 1.677 0.041
H -1.358 0.463 2.382 0.852 1.192 -0.811
H -0.128 1.810 2.624 -0.822 -0.972 -1.343
H -1.179 2.937 0.260 -1.090 -1.401 1.097
H -1.970 3.086 1.911 0.320 -1.090 -1.381
H -6.091 3.531 -0.391 0.757 -1.734 0.699
H -5.814 1.661 -0.493 0.555 1.432 0.818
H -7.675 1.506 0.840 0.911 1.600 0.732
H -6.562 1.909 2.247 -0.638 0.855 -1.308
H -7.611 3.306 1.456 1.110 -1.686 -0.143
H -3.841 -1.803 1.537 -0.082 2.314 -1.243
H -3.410 -1.116 -0.112 -1.061 0.749 1.285
H -6.010 -2.146 0.852 0.397 1.880 -0.636
H -6.316 -0.312 0.982 1.080 -1.124 -0.606
H -5.876 -1.089 -0.660 0.318 0.383 2.085
Br 7.209 -0.025 5.025 -0.072 -0.057 0.062
C 7.093 -1.623 3.912 0.330 -0.023 -0.110
C 6.608 -1.289 2.523 -0.253 -0.078 -0.405
Br 4.680 -0.972 2.504 1.697 -0.567 0.019
H 6.448 -2.329 4.437 -0.004 0.150 -0.147
H 8.110 -2.021 3.881 -0.099 0.054 0.025
H 6.765 -2.134 1.848 0.124 0.008 0.145
H 7.082 -0.401 2.102 0.101 -0.166 0.175
Br 6.586 1.846 -5.421 -0.033 -0.062 0.100
C 7.243 0.492 -4.181 0.149 0.195 -0.049
C 7.353 -0.855 -4.850 -0.080 -0.227 0.123
Br 5.604 -1.693 -5.048 0.097 0.044 -0.078
H 6.571 0.495 -3.323 0.084 -0.076 -0.200
H 8.226 0.848 -3.867 -0.078 -0.098 -0.057
H 7.930 -1.546 -4.231 -0.054 0.131 -0.016
H 7.797 -0.808 -5.845 -0.084 0.090 0.169
Br 4.376 -4.723 2.832 0.056 -0.221 0.072
C 2.705 -5.275 1.991 0.031 0.082 -0.136
C 1.543 -4.460 2.501 -0.046 -0.171 -0.014
Br 1.000 -5.046 4.280 0.365 -0.067 0.064
H 2.596 -6.345 2.171 -0.014 0.187 0.063
H 2.855 -5.105 0.923 -0.066 0.083 0.123
H 0.663 -4.608 1.873 0.172 0.021 0.082
H 1.758 -3.392 2.570 -0.013 -0.123 -0.019
Br -5.779 -2.404 -2.562 -0.102 -0.314 -0.699
C -6.153 -1.584 -4.290 0.228 -0.242 0.038
C -5.969 -0.087 -4.233 -0.073 0.157 -0.135
Br -7.475 0.776 -3.343 0.106 -0.014 0.061
H -7.161 -1.886 -4.575 0.139 0.154 0.051
H -5.436 -2.033 -4.979 -0.053 0.140 0.042
H -5.952 0.337 -5.238 -0.017 -0.104 0.086
H -5.068 0.217 -3.699 -0.133 -0.127 0.004
Br -0.375 4.591 -1.357 0.078 0.462 -0.239
C -2.230 4.732 -1.941 0.071 -0.262 0.197
C -2.325 4.819 -3.444 -0.219 0.040 -0.073
Br -1.849 6.600 -4.083 0.083 0.000 -0.064
H -2.659 5.595 -1.430 0.075 -0.088 -0.180
H -2.712 3.822 -1.577 0.024 -0.017 -0.130
H -3.354 4.665 -3.773 0.097 -0.006 0.114
H -1.674 4.112 -3.959 -0.057 0.098 0.191
Br 2.986 -8.320 5.323 -0.014 0.037 0.095
C 3.461 -7.089 6.757 0.142 -0.035 -0.261
C 3.709 -7.824 8.051 -0.057 0.122 0.205
Br 2.034 -8.366 8.890 0.084 -0.073 -0.026
H 2.658 -6.354 6.824 0.119 -0.139 0.023
H 4.372 -6.593 6.416 -0.093 -0.049 0.071
H 4.192 -7.170 8.779 -0.058 -0.021 -0.126
H 4.308 -8.726 7.926 -0.124 0.155 -0.074
Br -4.483 -4.014 1.436 0.072 -0.986 0.170
C -3.628 -5.365 2.552 -0.261 -0.150 -0.161
C -3.550 -4.916 3.990 0.308 0.096 0.210
Br -2.128 -3.609 4.247 -0.519 0.116 -0.027
H -2.652 -5.571 2.110 -0.094 0.116 0.156
H -4.258 -6.252 2.458 0.073 0.077 0.073
H -3.288 -5.753 4.640 -0.041 0.020 -0.140
H -4.472 -4.458 4.349 0.087 -0.110 -0.171
Br -0.769 9.827 -6.075 -0.125 -0.068 -0.017
C -1.645 8.579 -7.290 0.261 -0.022 0.088
C -1.875 9.204 -8.644 -0.212 -0.070 -0.129
Br -3.385 10.437 -8.608 0.107 0.022 -0.030
H -2.564 8.253 -6.802 0.124 0.082 -0.135
H -0.961 7.732 -7.368 -0.093 0.089 -0.033
H -2.148 8.442 -9.377 0.039 0.038 0.130
H -1.016 9.765 -9.012 -0.110 -0.096 0.154
```
Positions in Å, forces in eV/Å.

***

(3)
An isolated molecule of C4H5N3S. Source: OMol25; level of theory: the ωB97M-V functional and the def2-TZVPD basis.

Output
Kohn-Sham gap (alpha / beta), eV: 7.932 / 7.698
Relative energy (zero: lowest compared OMol25 entry of this formula, charge and spin), eV: 4.7364
LUMO level (alpha / beta), eV: -1.33 / -1.08
Total charge: 0
HOMO (alpha / beta), eV: -9.263 / -8.775

XYZ file:
```
13
Properties=species:S:1:pos:R:3:forces:R:3
C 2.104 0.480 0.800 -2.708 -0.043 0.512
C 0.408 -0.352 -0.471 0.501 1.247 0.898
C 1.583 -0.893 -0.827 2.249 1.466 2.608
C -0.982 -0.384 -0.954 -1.323 -0.984 -3.387
N 2.631 -0.390 0.027 -0.573 -1.700 -2.832
N 0.719 0.573 0.591 -0.388 -0.821 -0.643
N -1.884 -0.260 0.151 -1.031 4.053 -1.660
S -2.619 1.198 0.495 0.238 -0.871 -0.005
H 2.574 1.005 1.616 0.133 0.072 -0.124
H -1.201 0.342 -1.868 0.360 -0.636 2.550
H -1.306 -1.318 -1.525 1.116 0.512 0.988
H -0.068 0.952 1.161 1.494 -0.112 -0.563
H -1.960 -0.954 0.805 -0.069 -2.183 1.659
```
Positions in Å, forces in eV/Å.

***

(4)
A cluster of 2 separate species, C5H10O in total. Source: OMol25; level of theory: the ωB97M-V functional and the def2-TZVPD basis.

Output
Kohn-Sham gap (alpha / beta), eV: 8.084 / 5.888
Spin multiplicity: 2
Relative energy (zero: lowest compared OMol25 entry of this formula, charge and spin), eV: 0.7415
LUMO level (alpha / beta), eV: -5.63 / -7.82
Total charge: +1
<S²>: 0.796
HOMO (alpha / beta), eV: -13.710 / -13.710

XYZ file:
```
16
Properties=species:S:1:pos:R:3:forces:R:3
C 1.089 -1.261 -0.421 -1.032 1.540 -1.642
C 0.856 -0.053 0.226 -1.333 -0.988 1.148
C -0.031 -0.080 1.341 1.120 1.468 -0.217
C -0.516 1.138 1.768 0.342 0.326 1.072
C -0.907 1.375 3.164 -1.414 0.766 0.513
H 1.718 -1.363 -1.295 0.521 -0.133 0.313
H 0.122 -1.759 -0.488 0.636 -1.226 0.606
H 1.168 0.950 -0.036 0.602 -0.213 -0.528
H -0.048 -0.879 2.068 -0.365 -0.611 -0.436
H -0.519 2.015 1.122 0.146 -0.275 -0.178
H -1.595 0.636 3.588 0.373 -0.343 -0.176
H -0.051 1.458 3.844 0.238 -0.290 -0.269
H -1.438 2.324 3.292 0.171 -0.024 -0.244
H 0.204 -0.865 -6.507 -0.016 -0.161 0.068
H -0.404 -2.117 -5.853 0.094 0.106 -0.117
O 0.352 -1.520 -5.813 -0.085 0.058 0.087
```
Positions in Å, forces in eV/Å.

***

no.,DFT total energy (eV)
1,-44317.7950
2,-1186379.9993
3,-19530.1446
4,-7384.0227